Record 1
C19H36I2InNOP2 | the ωB97M-V functional and the def2-TZVPD basis

For the strongest force on any atom, the calculation gives 0.1215 hartree/bohr. Its LUMO energy (alpha / beta) is -8.5 / -8.3 eV. The value obtained for the highest occupied orbital energy (alpha / beta) is -12.4 / -12.4 eV. The charge is +2. The calculation puts the frontier orbital gap (alpha / beta) at 3.88 / 4.07 eV. The energy above the lowest of the compared OMol25 structures with the same formula, charge and spin is 245.66 kJ/mol. The multiplicity is 1.

CARTESIAN COORDINATES (ANGSTROEM)
I (-0.00318, -1.25950, -6.62534)
I (-0.00641, 1.95018, -7.48417)
In (-0.00085, -0.25248, -1.71642)
P (-2.49683, 0.69085, -1.55107)
C (-3.40930, 0.73251, -3.14812)
C (-3.46035, -0.54264, -0.59573)
H (-4.52683, -0.26396, -0.51566)
H (-4.07633, 2.28330, -0.49895)
H (-3.05206, -0.63635, 0.42233)
H (-2.44360, 2.32738, 0.25407)
H (-3.15577, -0.18106, -3.72079)
H (-3.40349, -1.53462, -1.06994)
C (-2.98398, 2.24034, -0.71032)
H (-4.50874, 0.77963, -2.98437)
H (-2.71677, 3.11803, -1.33118)
H (-3.08019, 1.61738, -3.72591)
P (2.50496, 0.67598, -1.54302)
C (3.42491, 0.71539, -3.13621)
C (3.00014, 2.22074, -0.69820)
H (3.04834, -0.65721, 0.42955)
H (4.52743, -0.29254, -0.50449)
H (3.39765, -1.55539, -1.06323)
C (3.45944, -0.56450, -0.58743)
H (2.45648, 2.31017, 0.26415)
H (4.09191, 2.25602, -0.48223)
H (4.52388, 0.75793, -2.96827)
H (3.10164, 1.60205, -3.71442)
H (2.74158, 3.10131, -1.31870)
H (3.17000, -0.19668, -3.71052)
C (0.01476, 0.64188, -3.86194)
O (0.03021, 1.46700, -4.68563)
C (-0.00882, -0.57755, 5.38258)
C (-0.00562, 0.00750, 4.01737)
C (-0.00243, 1.40325, 3.87811)
C (0.00064, 1.97534, 2.60450)
C (0.00401, 3.46223, 2.47990)
C (0.00094, 1.18024, 1.46196)
C (-0.00263, -0.24899, 1.57764)
C (-0.00546, -0.80250, 2.87800)
N (-0.00328, -1.03164, 0.46272)
C (-0.00625, -2.48696, 0.41956)
C (1.26627, -3.03564, 1.08988)
C (-1.28623, -3.02741, 1.08743)
C (-0.00796, -3.00159, -1.04973)
H (0.84759, -0.26295, 5.99379)
H (-0.86599, -0.25984, 5.99103)
H (-0.01080, -1.67043, 5.37814)
H (-0.00247, 2.04493, 4.74358)
H (-0.86994, 3.90421, 2.96765)
H (0.87837, 3.90049, 2.97030)
H (0.00628, 3.78490, 1.43467)
H (0.00357, 1.63702, 0.45261)
H (-0.00798, -1.85020, 3.02739)
H (1.36872, -2.73340, 2.13839)
H (1.19018, -4.13668, 1.08295)
H (2.17279, -2.72466, 0.52782)
H (-2.19117, -2.70966, 0.52357)
H (-1.21769, -4.12995, 1.07952)
H (-1.38853, -2.72535, 2.13694)
H (-0.92691, -2.66053, -1.56948)
H (0.91366, -2.66622, -1.56752)
H (-0.01147, -4.10908, -1.01911)

Force components x, y, z for each atom (eV/Å):
I -0.01 1.35 -0.46
I -0.01 -1.44 -0.61
In 0.01 0.31 3.94
P -1.99 -0.07 0.16
C 0.41 0.03 -0.26
C 0.29 -0.49 0.26
H 0.54 0.13 -0.23
H 0.69 -0.35 -0.33
H -0.05 0.10 -0.32
H -0.28 -0.09 -0.48
H -0.27 0.44 0.17
H -0.02 0.31 0.10
C 0.56 0.78 0.29
H 0.78 -0.02 0.00
H -0.11 -0.44 0.30
H -0.26 -0.43 0.17
P 1.99 -0.08 0.17
C -0.42 0.03 -0.26
C -0.55 0.78 0.29
H 0.06 0.10 -0.32
H -0.54 0.14 -0.23
H 0.02 0.30 0.10
C -0.30 -0.49 0.26
H 0.28 -0.09 -0.48
H -0.70 -0.35 -0.34
H -0.78 -0.01 0.00
H 0.26 -0.43 0.17
H 0.10 -0.44 0.30
H 0.27 0.44 0.17
C 0.07 3.59 -4.97
O -0.05 -3.54 5.15
C 0.00 -0.47 1.07
C 0.01 0.90 -0.45
C 0.00 -0.68 -0.78
C 0.00 -0.06 0.08
C 0.00 0.57 -0.04
C -0.01 -1.22 -0.04
C 0.00 1.03 0.75
C 0.00 1.24 0.05
N 0.01 -0.01 -3.83
C -0.07 0.00 0.63
C 0.12 -0.74 -0.20
C -0.12 -0.74 -0.20
C 0.00 0.34 1.04
H 0.04 -0.01 -0.40
H -0.04 -0.01 -0.40
H 0.00 0.10 -0.09
H 0.00 0.06 0.18
H 0.05 -0.06 -0.07
H -0.05 -0.06 -0.07
H 0.00 0.01 0.07
H 0.00 -0.10 0.50
H 0.00 -0.54 0.14
H 0.06 -0.02 -0.49
H 0.33 0.34 0.01
H -0.58 -0.27 0.39
H 0.62 -0.28 0.41
H -0.33 0.37 0.01
H -0.06 -0.03 -0.52
H 0.05 -0.16 0.02
H -0.04 -0.16 0.01
H 0.00 0.61 -0.48



Record 2
C29H52Cl3N5OPbSi | the ωB97M-V functional and the def2-TZVPD basis

For the strongest force on any atom, the calculation gives 0.0117 hartree/bohr. Its LUMO energy is 0.5 eV. The value obtained for the highest occupied orbital energy is -6.6 eV. The calculation puts the frontier orbital gap at 7.06 eV. The energy above the lowest of the compared OMol25 structures with the same formula, charge and spin is 0.00 kJ/mol. The multiplicity is 1.

CARTESIAN COORDINATES (ANGSTROEM)
Pb (-0.21309, 0.16475, 0.74313)
N (-2.04923, 0.04382, -2.43981)
C (-1.17936, 0.99995, -3.11872)
C (-1.44776, 2.42783, -2.63709)
N (-1.13581, 2.71280, -1.23276)
C (0.19544, 3.28781, -1.05360)
C (1.37209, 2.45060, -1.55433)
N (1.63130, 1.19340, -0.82223)
C (-2.15449, 3.55409, -0.58490)
C (-2.94952, 2.81242, 0.48553)
N (-3.89195, 1.88648, -0.13259)
H (-1.81078, -0.90569, -2.69953)
H (-3.01961, 0.19806, -2.69183)
H (-1.32857, 1.00031, -4.20857)
H (-0.15203, 0.69832, -2.92193)
H (-2.51560, 2.59747, -2.79091)
H (-0.90965, 3.12757, -3.29692)
H (0.34322, 3.47150, 0.01450)
H (0.25674, 4.25769, -1.57955)
H (2.25488, 3.09154, -1.48811)
H (1.21477, 2.23319, -2.61194)
H (2.47037, 1.28325, -0.26241)
H (1.79834, 0.45698, -1.53544)
H (-2.86834, 3.92847, -1.32406)
H (-1.69006, 4.42908, -0.12116)
H (-3.51179, 3.54796, 1.06692)
H (-2.24102, 2.31602, 1.16246)
H (-3.36953, 1.20801, -0.68109)
H (-4.40018, 1.37226, 0.57636)
Cl (-3.36971, -6.75198, 0.75010)
C (-2.29425, -5.39215, 0.76939)
C (-2.80059, -4.12267, 0.96433)
C (-1.93940, -3.03990, 0.96295)
Cl (-2.63591, -1.47922, 1.30157)
C (-0.54711, -3.13434, 0.72864)
O (0.28483, -2.14297, 0.64438)
C (-0.09889, -4.47668, 0.59500)
Cl (1.60501, -4.74034, 0.43006)
C (-0.93129, -5.57656, 0.60687)
H (-3.86061, -3.96937, 1.10742)
H (-0.51704, -6.56640, 0.48038)
C (3.61552, -0.28196, 1.50848)
C (3.06187, -0.60112, 2.90754)
C (4.11119, -0.17408, 3.94281)
C (2.92803, -2.12986, 2.95100)
Si (1.29687, 0.24169, 3.12655)
C (0.35222, -0.63047, 4.61517)
C (1.20561, -0.87083, 5.86693)
C (-0.19829, -1.98909, 4.14990)
C (-0.86770, 0.20256, 5.03601)
C (1.54245, 2.15973, 3.53017)
C (1.99302, 2.47094, 4.96179)
C (2.56068, 2.78655, 2.56693)
C (0.22051, 2.90257, 3.27532)
H (4.58015, -0.78245, 1.36967)
H (3.77714, 0.78853, 1.36633)
H (2.93216, -0.64956, 0.73690)
H (5.00881, -0.79483, 3.84081)
H (3.74665, -0.28418, 4.96473)
H (4.41499, 0.86430, 3.80044)
H (3.88286, -2.59517, 2.68102)
H (2.17112, -2.47321, 2.24304)
H (2.66267, -2.48874, 3.94486)
H (2.02887, -1.55758, 5.67118)
H (0.58798, -1.31942, 6.65340)
H (1.62115, 0.05798, 6.26093)
H (0.59017, -2.69005, 3.88234)
H (-0.84995, -1.87276, 3.28440)
H (-0.78873, -2.44423, 4.95322)
H (-0.57324, 1.14841, 5.49089)
H (-1.45253, -0.34622, 5.78196)
H (-1.52316, 0.40651, 4.18362)
H (2.93580, 1.97705, 5.20076)
H (1.24796, 2.15470, 5.69164)
H (2.14377, 3.54984, 5.08716)
H (3.57224, 2.42754, 2.75534)
H (2.57219, 3.87530, 2.69104)
H (2.29650, 2.56973, 1.52680)
H (-0.59829, 2.51495, 3.88038)
H (-0.06766, 2.82284, 2.22280)
H (0.33635, 3.96719, 3.50827)
C (2.99214, -2.68075, -4.69842)
C (2.80572, -1.39183, -5.17250)
C (2.23831, -0.45948, -4.32298)
N (1.86616, -0.73131, -3.07133)
C (2.03095, -1.98072, -2.62782)
C (2.58717, -2.98417, -3.41024)
H (3.44179, -3.43825, -5.32723)
H (3.09560, -1.11546, -6.17662)
H (2.06212, 0.55826, -4.65633)
H (1.70051, -2.17996, -1.61376)
H (2.70616, -3.97547, -3.00220)

Force components x, y, z for each atom (eV/Å):
Pb 0.12 -0.05 -0.04
N -0.09 0.07 0.08
C -0.08 0.08 0.17
C 0.06 -0.19 0.03
N -0.01 0.02 -0.24
C 0.03 -0.20 -0.01
C -0.16 0.20 0.09
N 0.02 -0.27 -0.39
C -0.10 -0.12 0.29
C -0.02 0.12 -0.18
N 0.14 -0.04 -0.10
H -0.04 0.01 0.05
H 0.02 -0.07 -0.10
H 0.12 0.03 -0.01
H -0.02 -0.01 -0.04
H 0.01 0.12 0.01
H -0.06 0.02 -0.05
H -0.03 0.10 -0.01
H 0.07 0.05 0.09
H -0.01 0.04 -0.09
H 0.14 -0.07 0.02
H 0.01 -0.06 -0.06
H -0.07 0.31 0.48
H 0.03 0.06 0.00
H 0.11 -0.02 -0.03
H 0.00 -0.04 0.03
H 0.03 0.08 0.10
H 0.04 -0.12 0.11
H -0.02 -0.04 -0.04
Cl -0.06 -0.12 0.00
C 0.06 0.15 0.03
C 0.00 -0.04 -0.01
C 0.18 -0.17 -0.04
Cl -0.43 -0.07 0.04
C 0.00 -0.14 -0.09
O -0.18 0.35 0.03
C -0.09 0.11 0.03
Cl 0.17 0.03 -0.13
C -0.04 0.04 -0.04
H 0.00 0.00 0.05
H 0.00 -0.01 0.02
C -0.10 0.06 0.11
C -0.06 0.00 -0.14
C -0.14 0.06 -0.01
C -0.18 0.07 0.05
Si 0.43 0.11 0.40
C -0.10 -0.04 -0.14
C 0.07 0.11 -0.10
C 0.10 0.04 -0.05
C 0.14 0.03 -0.08
C -0.08 -0.02 -0.07
C 0.03 -0.14 -0.06
C -0.02 -0.16 0.09
C 0.03 -0.19 0.05
H 0.00 -0.01 -0.03
H 0.03 -0.03 -0.05
H 0.06 -0.05 -0.03
H 0.01 0.00 -0.03
H 0.05 0.00 0.01
H 0.03 -0.01 0.07
H 0.03 0.03 -0.02
H 0.04 -0.06 0.01
H 0.04 -0.04 -0.01
H 0.01 0.02 0.04
H -0.03 0.00 0.00
H 0.03 -0.04 0.04
H -0.06 -0.02 -0.03
H -0.03 -0.05 0.00
H -0.01 0.02 0.02
H -0.09 0.03 -0.02
H -0.01 -0.05 -0.02
H -0.05 0.04 0.04
H -0.02 0.01 0.06
H 0.04 0.04 0.05
H -0.02 0.02 -0.02
H 0.00 0.03 -0.08
H -0.03 0.02 -0.01
H 0.06 0.06 -0.02
H -0.03 0.07 -0.06
H -0.08 0.05 -0.03
H 0.00 0.02 -0.03
C -0.02 -0.04 -0.01
C 0.00 -0.03 0.01
C -0.06 0.12 0.04
N 0.06 -0.21 -0.06
C 0.03 0.05 -0.15
C -0.01 0.06 0.11
H -0.01 -0.01 0.00
H -0.01 0.03 0.00
H 0.06 0.00 -0.02
H 0.01 -0.04 0.08
H -0.01 -0.09 0.04



Record 3
C30H36BrCl2N3S2SbSiTl | the ωB97M-V functional and the def2-TZVPD basis

For the strongest force on any atom, the calculation gives 0.0044 hartree/bohr. Its LUMO energy is 4.2 eV. The value obtained for the highest occupied orbital energy is -1.8 eV. The charge is -2. The calculation puts the frontier orbital gap at 6.01 eV. The energy above the lowest of the compared OMol25 structures with the same formula, charge and spin is 0.00 kJ/mol. The multiplicity is 1.

CARTESIAN COORDINATES (ANGSTROEM)
Tl (-0.95267, -0.78011, 0.27453)
C (-1.14246, -3.84732, -2.70718)
C (-1.83676, -2.59603, -3.16953)
C (-2.54006, -2.56461, -4.36562)
C (-3.17295, -1.36732, -4.70756)
C (-3.11591, -0.28906, -3.86330)
C (-2.40299, -0.38389, -2.62541)
N (-1.74522, -1.54568, -2.35636)
N (-2.34274, 0.57829, -1.69855)
Si (-2.73590, 2.21620, -1.92350)
C (-4.57315, 2.54417, -2.32499)
C (-2.35774, 3.18666, -0.35334)
C (-1.79412, 3.05008, -3.33343)
H (-1.17748, -4.62680, -3.46947)
H (-1.60777, -4.21950, -1.79235)
H (-0.10310, -3.63981, -2.45702)
H (-2.58569, -3.43697, -5.00440)
H (-3.72391, -1.29078, -5.64031)
H (-3.62698, 0.63176, -4.11160)
H (-5.25014, 1.93173, -1.72304)
H (-4.79644, 2.33170, -3.37427)
H (-4.82577, 3.59270, -2.14006)
H (-2.26473, 2.52775, 0.51035)
H (-3.12544, 3.93640, -0.13945)
H (-1.39697, 3.69763, -0.45059)
H (-1.97696, 2.55420, -4.29054)
H (-0.72194, 3.01273, -3.12861)
H (-2.08651, 4.10026, -3.43236)
Br (-0.84193, 1.31453, 2.93556)
C (0.52818, 2.47434, 2.28212)
C (0.99021, 3.41459, 3.15775)
C (1.97652, 4.32990, 2.73604)
C (2.43999, 4.28063, 1.45475)
C (1.95699, 3.31286, 0.53837)
C (2.42278, 3.29674, -0.79732)
C (1.92952, 2.37403, -1.67512)
C (0.97569, 1.42430, -1.24853)
C (0.48420, 1.34756, 0.03943)
C (0.98415, 2.34320, 0.93870)
H (0.59604, 3.45640, 4.16381)
H (2.34727, 5.07283, 3.43238)
H (3.18668, 4.98924, 1.11033)
H (3.16396, 4.02850, -1.10258)
H (2.27627, 2.36596, -2.70455)
H (0.61402, 0.71936, -1.99505)
S (-0.14387, -5.27575, 1.91679)
C (0.58361, -4.22880, 3.01505)
N (0.95875, -2.98018, 2.86719)
C (1.50982, -2.44949, 4.01131)
C (1.96440, -1.13528, 4.14765)
C (2.50284, -0.71260, 5.35186)
C (2.59909, -1.57952, 6.44022)
C (2.14542, -2.88803, 6.32920)
C (1.60404, -3.31315, 5.12498)
S (0.94763, -4.85347, 4.68039)
H (1.87527, -0.46161, 3.30748)
H (2.84751, 0.31058, 5.44922)
H (3.02156, -1.23290, 7.37628)
H (2.20839, -3.56645, 7.17232)
Cl (-4.57477, -1.16222, 1.34197)
C (-4.50212, 0.56594, 1.02383)
Cl (-6.08675, 1.36307, 1.20264)
H (-4.16024, 0.69401, 0.00293)
H (-3.81899, 1.02095, 1.73111)
C (4.40286, -3.51584, -0.97772)
Sb (2.37623, -2.88895, -0.47093)
C (2.18559, -1.82268, -2.34953)
C (3.11025, -1.19140, 0.62287)
H (4.97513, -2.66663, -1.35588)
H (4.37219, -4.29653, -1.73973)
H (4.89808, -3.91548, -0.09169)
H (2.89438, -0.99471, -2.39867)
H (1.17174, -1.43908, -2.46761)
H (2.38658, -2.52151, -3.16506)
H (3.89139, -0.68898, 0.04921)
H (3.50779, -1.53406, 1.57727)
H (2.29816, -0.48859, 0.80689)

Force components x, y, z for each atom (eV/Å):
Tl -0.06 0.14 -0.05
C -0.02 0.01 0.02
C -0.01 0.03 -0.03
C 0.02 -0.03 -0.02
C 0.00 0.04 0.02
C 0.00 -0.02 -0.04
C -0.01 0.04 0.06
N 0.01 -0.01 0.01
N 0.00 -0.03 -0.01
Si -0.08 0.11 -0.02
C 0.00 -0.06 -0.01
C 0.00 -0.02 -0.02
C 0.03 -0.05 0.00
H -0.01 -0.01 0.01
H 0.01 0.00 0.00
H 0.06 0.02 0.00
H 0.00 0.00 0.00
H 0.00 0.00 0.00
H 0.01 -0.02 -0.01
H 0.01 0.01 0.03
H -0.01 0.01 0.01
H 0.02 0.02 0.00
H -0.01 -0.03 0.04
H 0.01 -0.01 -0.02
H 0.02 0.00 0.01
H 0.01 0.00 0.01
H 0.02 0.00 -0.01
H -0.01 0.00 0.01
Br 0.06 -0.01 0.00
C -0.06 0.01 0.05
C 0.01 -0.01 -0.01
C 0.01 0.01 -0.01
C 0.00 0.01 0.01
C -0.03 -0.04 0.01
C 0.01 -0.01 -0.01
C 0.01 0.02 0.00
C -0.01 -0.04 0.01
C 0.02 -0.05 -0.02
C -0.02 0.03 -0.02
H 0.00 0.00 0.00
H 0.01 0.00 0.00
H 0.00 0.00 0.00
H 0.00 0.00 0.00
H -0.01 0.00 0.00
H -0.01 0.03 0.00
S -0.05 -0.09 -0.06
C 0.14 0.09 0.16
N -0.01 0.00 0.04
C -0.01 -0.03 0.03
C -0.02 -0.04 -0.02
C 0.00 0.02 0.01
C 0.00 -0.02 0.01
C 0.00 0.02 -0.01
C 0.01 -0.03 -0.01
S -0.03 0.02 -0.10
H 0.01 0.06 -0.06
H 0.00 0.00 -0.01
H 0.00 0.00 0.00
H 0.00 0.00 0.00
Cl -0.12 -0.11 0.09
C 0.08 0.03 -0.07
Cl 0.00 -0.01 0.02
H 0.05 0.03 -0.04
H 0.00 0.02 0.01
C -0.05 -0.03 0.01
Sb 0.12 0.04 -0.04
C -0.02 -0.03 -0.01
C -0.03 0.00 -0.02
H -0.02 0.01 0.00
H 0.00 0.00 0.01
H -0.01 0.00 0.00
H 0.00 0.00 0.02
H 0.00 0.00 -0.01
H -0.01 0.01 0.00
H -0.01 -0.01 -0.02
H -0.01 0.00 0.04
H 0.00 -0.01 0.03



Record 4
C5H15N2O | the ωB97M-V functional and the def2-TZVPD basis

For the strongest force on any atom, the calculation gives 0.0213 hartree/bohr. Its LUMO energy (alpha / beta) is 1.0 / 0.7 eV. The value obtained for the highest occupied orbital energy (alpha / beta) is -3.0 / -8.1 eV. The calculation puts the frontier orbital gap (alpha / beta) at 3.94 / 8.71 eV. The energy above the lowest of the compared OMol25 structures with the same formula, charge and spin is 163.70 kJ/mol. The multiplicity is 2.

CARTESIAN COORDINATES (ANGSTROEM)
C (-0.41032, 1.27742, -0.39515)
C (0.98606, 1.03678, 0.14232)
C (1.27065, -0.37988, 0.68824)
N (-1.51546, -1.26682, 3.13609)
C (-0.50152, -0.60213, 2.47190)
C (0.09157, -1.06821, 1.37103)
N (-0.81244, 0.26265, -1.40786)
H (-0.45746, 2.24676, -0.87106)
H (-1.17166, 1.29007, 0.38126)
H (1.66716, 1.21122, -0.69428)
H (1.18983, 1.79008, 0.90822)
H (2.05313, -0.27648, 1.43653)
H (1.60545, -1.02575, -0.12198)
H (-1.84240, -2.13346, 2.74753)
H (-1.73811, -1.11045, 4.09929)
H (-0.28248, 0.40623, 2.81392)
H (-0.06968, -2.10151, 1.08150)
H (-0.58178, -0.70151, -1.10573)
H (-1.85248, 0.28366, -1.64229)
H (-0.34146, 0.46983, -2.31215)
H (1.82378, 0.47296, -4.63302)
H (0.35107, 0.69040, -5.09727)
O (0.90063, 0.46188, -4.34020)

Force components x, y, z for each atom (eV/Å):
C -0.27 0.19 0.52
C 0.09 -0.30 -0.41
C -0.98 0.29 0.39
N -0.24 0.11 -0.15
C -0.33 -0.14 -0.27
C 0.86 -0.11 0.17
N 0.11 0.32 -0.55
H -0.02 0.19 -0.25
H 0.03 -0.26 0.07
H 0.23 0.18 0.18
H -0.05 0.01 -0.06
H 0.42 -0.16 -0.20
H 0.19 0.02 0.03
H 0.11 -0.05 0.07
H 0.16 0.19 0.01
H 0.01 -0.12 0.25
H -0.26 0.03 -0.05
H -0.07 -0.07 -0.06
H -0.02 0.03 0.14
H 0.09 -0.35 0.05
H -0.33 0.03 -0.07
H 0.08 0.00 -0.08
O 0.18 -0.03 0.30



> The highest multiplicity belongs to which entry?

C5H15N2O